Entry 1:
# C23H20N2O2S

The molecule C23H20N2O2S (ωB97M-V with the def2-TZVPD basis set, the Open Molecules 2025 dataset).

```
48
Properties=species:S:1:pos:R:3:forces:R:3
O 1.846513 1.550164 3.564564 -0.2 -0.2 -0.2
S 2.087769 1.930796 2.207792 -0.3 0.2 -0.3
O 3.111410 2.889375 1.919873 -0.1 -0.1 -0.3
N 0.698753 2.593381 1.550655 1.0 0.2 0.3
C -0.569930 2.021588 1.548539 -0.6 -0.5 0.2
C -0.980353 1.194889 2.589470 0.0 0.0 0.0
C -2.259683 0.670465 2.578747 0.0 -0.1 -0.1
C -3.136533 0.960593 1.548388 0.0 0.0 0.0
C -2.738748 1.788129 0.505868 0.0 0.2 0.2
C -3.652227 2.060255 -0.654835 0.0 -0.2 0.0
C -3.672689 0.847388 -1.605317 0.0 0.2 0.0
C -2.265244 0.446825 -1.935404 -0.1 -0.4 0.0
C -1.678422 -0.675133 -1.355704 0.0 0.0 -0.1
C -0.361695 -0.972986 -1.655032 0.0 0.0 0.0
C 0.332984 -0.136294 -2.514220 -0.1 0.0 0.0
C -0.337779 0.956822 -3.038445 0.4 -0.1 -0.1
N -1.597415 1.240780 -2.762118 -0.4 0.4 -0.1
C -1.453381 2.306726 0.511849 0.2 0.1 0.1
C 2.356423 0.468025 1.216204 -0.2 0.3 0.6
C 3.143084 0.590522 0.065516 0.3 0.0 -0.4
C 3.364470 -0.507296 -0.717329 0.0 0.3 0.2
C 2.794554 -1.756146 -0.383515 -0.2 0.0 0.3
C 2.993764 -2.904387 -1.178754 0.0 -0.2 0.0
C 2.422525 -4.098828 -0.837428 0.1 0.1 -0.2
C 1.628049 -4.203136 0.315755 -0.2 0.1 0.2
C 1.417260 -3.110874 1.110627 0.0 -0.2 0.0
C 1.990374 -1.863538 0.784539 0.2 0.1 -0.3
C 1.789450 -0.715928 1.580646 0.0 0.1 0.1
H 0.906110 3.200958 0.774262 0.2 0.1 -0.1
H -0.302924 0.996816 3.402977 0.0 0.0 0.1
H -2.577728 0.033593 3.391137 0.0 0.0 0.1
H -4.136085 0.551108 1.555873 -0.1 0.0 0.0
H -3.295292 2.928553 -1.208482 -0.1 0.0 0.0
H -4.667164 2.257162 -0.305068 0.0 0.1 0.0
H -4.199795 1.122004 -2.519645 0.0 -0.1 0.0
H -4.189480 0.013109 -1.129819 0.0 0.0 0.0
H -2.246057 -1.299776 -0.683039 -0.1 0.0 0.1
H 0.114421 -1.843518 -1.228732 0.0 -0.1 0.0
H 1.362439 -0.330985 -2.770162 0.1 0.0 0.0
H 0.153226 1.642090 -3.718289 0.1 0.0 -0.1
H -1.131913 2.947007 -0.298019 0.0 0.1 -0.1
H 3.575078 1.553548 -0.155408 0.1 0.1 -0.1
H 3.982936 -0.437293 -1.600521 0.1 0.0 -0.1
H 3.605339 -2.821931 -2.065609 0.1 0.0 -0.1
H 2.577993 -4.972120 -1.453234 0.0 0.0 -0.1
H 1.185255 -5.155019 0.568354 0.0 -0.1 0.1
H 0.807209 -3.182105 1.998860 -0.1 0.0 0.1
H 1.203148 -0.775378 2.483632 -0.1 -0.1 0.1
```
Positions in Å, forces in eV/Å.

The calculation puts the energy above the lowest of the compared OMol25 structures with the same formula, charge and spin at 1.0313 eV. As for the HOMO-LUMO gap: 8.5045 eV. The LUMO energy comes out at -0.07 eV.



Entry 2:
# C40H31Br3IN2OPSSn

A structure of composition C40H31Br3IN2OPSSn (ωB97M-V with the def2-TZVPD basis set, the Open Molecules 2025 dataset).

```
81
Properties=species:S:1:pos:R:3:forces:R:3
Sn 0.008924 0.158088 -0.361278 0.9 -0.4 0.0
C 2.165535 2.163986 -2.460548 0.0 0.0 0.0
C 2.787343 0.812128 -2.288992 -0.1 0.0 0.1
C 3.998500 0.468368 -2.913908 0.1 0.0 0.0
C 4.530697 -0.782455 -2.746821 -0.1 0.1 0.0
C 3.857111 -1.734511 -1.954321 -0.1 0.1 0.0
C 4.297815 -3.058215 -1.715492 0.1 -0.2 0.0
Br 5.920018 -3.671852 -2.468684 -0.1 0.0 0.1
C 3.560194 -3.913701 -0.942317 0.2 0.0 -0.2
C 2.351840 -3.485169 -0.379659 -0.5 0.6 0.1
Br 1.316483 -4.647919 0.679137 0.1 -0.1 0.0
C 1.864131 -2.205838 -0.582313 0.7 -0.6 -0.1
O 0.706615 -1.802723 -0.083859 0.5 0.8 -0.2
C 2.641638 -1.318810 -1.370246 0.1 -0.3 0.0
N 2.143587 -0.065533 -1.536552 -0.3 0.1 0.0
H 2.872711 2.885354 -2.863545 0.0 0.0 0.0
H 1.789657 2.531096 -1.502818 0.0 0.1 0.0
H 1.320345 2.102336 -3.151438 0.0 0.0 0.0
H 4.503080 1.203051 -3.525750 0.0 0.0 0.0
H 5.463640 -1.050965 -3.223468 0.0 0.0 0.0
H 3.903762 -4.923647 -0.768841 0.0 0.0 0.0
N -1.642540 -1.470171 0.157491 -1.3 -0.3 0.3
C -2.663341 -1.426439 1.168643 -0.3 0.2 0.1
C -3.936979 -1.930013 0.936905 0.0 0.0 -0.1
C -4.880376 -1.931040 1.952574 0.1 0.0 0.0
C -4.556656 -1.449819 3.215083 0.0 0.0 0.1
C -3.302457 -0.911827 3.445589 -0.1 0.0 -0.1
C -2.366621 -0.865803 2.414381 0.4 0.2 -0.3
P -0.755935 -0.037759 2.588683 0.1 0.0 0.5
C -0.200235 -0.336956 4.291296 -0.1 0.1 -0.2
C 0.591313 -1.459262 4.521733 0.0 0.0 -0.1
C 0.948586 -1.792772 5.818998 0.0 0.0 0.0
C 0.531511 -1.003292 6.880896 0.0 0.0 0.0
C -0.253025 0.119434 6.651231 -0.1 0.1 0.0
C -0.627201 0.455073 5.360318 0.0 -0.2 0.0
C -1.149700 1.721246 2.536919 -0.1 0.0 -0.1
C -0.170934 2.690692 3.048810 0.3 0.2 0.0
C -0.584960 4.088624 3.072778 0.1 -0.1 -0.1
C -1.718978 4.498967 2.450636 -0.2 0.2 0.0
C -2.555183 3.549931 1.829313 0.3 0.0 0.1
C -2.272895 2.190204 1.877534 0.0 -0.2 0.0
H -2.030959 -1.797604 -0.721031 -0.1 -0.1 -0.1
H -0.911627 -2.135719 0.418397 -0.1 -0.2 -0.1
H -4.182190 -2.342838 -0.034725 0.0 0.0 0.0
H -5.865848 -2.335128 1.763723 0.0 0.0 0.0
H -5.280372 -1.487010 4.017778 0.0 0.0 0.0
H -3.050998 -0.528366 4.425296 0.0 0.0 0.0
H 0.926412 -2.068540 3.689818 0.0 0.0 0.0
H 1.554278 -2.670583 5.998935 0.0 0.0 0.0
H 0.818763 -1.262356 7.890920 0.0 0.0 0.0
H -0.589227 0.729977 7.479065 0.0 0.0 0.0
H -1.261542 1.317550 5.190774 0.0 0.0 0.1
H 0.382628 2.352851 3.921090 -0.1 0.1 0.1
H 0.076149 4.800265 3.549317 0.0 0.0 0.0
H -1.997548 5.544016 2.453815 0.0 0.0 0.0
H -3.457343 3.882295 1.330567 0.0 0.0 0.0
H -2.975319 1.482397 1.455109 0.0 0.0 0.0
Br -0.711018 3.547921 -4.914513 0.0 0.0 -0.1
C -2.540645 3.108802 -5.088689 0.0 -0.1 0.1
C -3.273758 3.703935 -6.104904 0.0 0.0 0.0
C -4.618289 3.404972 -6.256049 0.0 0.0 0.0
C -5.237457 2.509120 -5.398435 0.0 0.0 0.0
C -4.511331 1.909193 -4.381849 0.0 -0.1 0.0
C -3.169397 2.214983 -4.232225 0.3 -0.2 0.2
I -2.121608 1.277798 -2.629414 -0.4 0.4 -0.4
H -2.785827 4.398434 -6.774499 0.0 0.0 0.0
H -5.181224 3.875779 -7.050239 0.0 0.0 0.0
H -6.285530 2.270816 -5.516419 0.0 0.0 0.0
H -4.985190 1.204804 -3.712182 0.0 0.0 0.0
S 1.242038 2.679673 1.688692 -0.2 0.0 -0.1
C 2.083531 4.231048 1.818649 -0.1 -0.2 0.1
C 3.109751 4.369775 2.750037 0.0 0.0 0.0
C 3.783325 5.577575 2.838146 0.0 0.0 0.0
C 3.433129 6.631597 2.004148 0.0 0.0 0.0
C 2.420431 6.479192 1.062809 0.0 0.0 0.0
C 1.741343 5.277279 0.963853 0.0 0.0 0.0
H 3.380228 3.542440 3.393607 0.0 0.0 0.0
H 4.584262 5.692432 3.555785 0.0 0.0 0.0
H 3.957822 7.574501 2.080525 0.0 0.0 0.0
H 2.160115 7.296308 0.403572 0.0 0.0 0.0
H 0.955889 5.144898 0.230257 0.0 0.0 0.0
```
Positions in Å, forces in eV/Å.

The calculation puts the energy above the lowest of the compared OMol25 structures with the same formula, charge and spin at 3.1272 eV. As for the HOMO-LUMO gap: 4.5574 eV. The LUMO energy comes out at -7.80 eV. Its total charge is +2.



Entry 3:
# C5H9N

A cluster of 2 separate species, C5H9N in total (ωB97M-V with the def2-TZVPD basis set, the Open Molecules 2025 dataset).

```
15
Properties=species:S:1:pos:R:3:forces:R:3
C -1.838372 -0.338522 -0.133421 0.1 0.1 0.1
C -0.927239 0.502885 0.358527 -0.2 -0.1 -0.1
C -0.230416 1.573492 -0.442336 0.0 0.0 0.0
C -0.525099 0.368994 1.740130 0.3 -0.1 1.0
N -0.166251 0.263640 2.836875 -0.4 0.1 -1.1
H -2.122699 -0.289340 -1.181230 0.0 0.0 0.2
H -2.296644 -1.108231 0.479623 0.1 0.2 -0.1
H 0.834303 1.624847 -0.193688 -0.2 0.0 0.0
H -0.669421 2.554243 -0.232615 0.1 -0.1 0.0
H -0.324390 1.369792 -1.512679 0.0 0.0 0.2
C 1.656394 -1.304889 -0.347139 0.0 0.0 0.0
H 1.960368 -0.486835 0.312710 0.0 -0.2 -0.1
H 1.938839 -2.253502 0.113504 0.0 0.1 -0.1
H 2.137070 -1.192283 -1.321915 0.0 -0.1 0.2
H 0.573551 -1.284290 -0.476352 0.3 -0.1 0.0
```
Positions in Å, forces in eV/Å.

The calculation puts the energy above the lowest of the compared OMol25 structures with the same formula, charge and spin at 1.0025 eV. As for the HOMO-LUMO gap: 10.7060 eV. The LUMO energy comes out at 0.50 eV.